C3H8F2O3SZn2 | the ωB97M-V functional and the def2-TZVPD basis

Results
charge	+2
total energy	-122469.9490	eV
frontier orbital gap	0.1839	hartree

Last column: Löwdin charge in e.
Positions of all 19 atoms, in Å:
Zn  -5.568  -4.807  14.942  1.20
Zn  -5.650  -1.718  14.473  1.39
F  -5.613  -3.067  16.051  -0.44
F  -5.354  -3.409  13.486  -0.43
O  -6.749  -5.641  16.604  -0.35
S  -6.555  -6.048  18.020  0.67
O  -7.465  -5.584  19.017  -0.20
O  -6.383  -7.628  18.114  -0.24
C  -6.646  -8.289  19.372  -0.21
C  -8.140  -8.410  19.737  -0.05
C  -4.880  -5.579  18.435  -0.09
H  -6.182  -7.698  20.165  0.12
H  -6.214  -9.285  19.423  0.13
H  -8.522  -7.558  20.297  0.07
H  -8.235  -9.292  20.368  0.09
H  -8.784  -8.506  18.863  0.09
H  -4.292  -6.278  17.840  0.08
H  -4.640  -5.811  19.471  0.09
H  -4.786  -4.522  18.198  0.07

---

C3H8FN | the ωB97M-V functional and the def2-TZVPD basis

Results
charge	0
energy above the lowest of the compared OMol25 structures with the same formula, charge and spin	4.241	eV
total energy	-7443.9441	eV
frontier orbital gap (spin up / spin down)	0.3441 / 0.2581	hartree

Last column: Löwdin charge in e.
Positions of all 13 atoms, in Å:
C  0.478  0.829  1.007  -0.08
C  -1.953  -0.678  -0.212  0.06
C  0.950  -0.113  0.010  -0.46
N  1.100  0.149  -1.299  0.07
F  1.573  -1.307  0.459  -0.03
H  -0.369  1.400  0.593  0.08
H  0.180  0.079  1.919  0.14
H  1.255  1.385  1.430  0.04
H  -1.739  -1.636  -0.663  0.00
H  -2.521  0.108  -0.610  -0.03
H  -2.026  -0.490  0.846  -0.02
H  1.356  -0.678  -1.870  0.11
H  1.715  0.951  -1.610  0.11

---

C3H8INOP2 | the ωB97M-V functional and the def2-TZVPD basis

Results
charge	0
energy above the lowest of the compared OMol25 structures with the same formula, charge and spin	5.864	eV
total energy	-33449.9192	eV
frontier orbital gap (spin up / spin down)	0.2932 / 0.2886	hartree

Last column: Löwdin charge in e.
Positions of all 16 atoms, in Å:
C  -1.445  0.490  1.519  -1.17
C  0.489  -1.132  -1.690  -0.23
C  1.120  -1.063  -0.332  -0.42
N  -1.501  -0.208  0.514  -0.05
O  -0.554  2.467  -0.901  -0.42
P  0.308  0.925  2.190  0.63
P  0.978  0.829  0.198  0.71
I  -3.082  1.038  2.763  0.71
H  0.340  -2.150  -2.113  0.08
H  -0.518  -0.675  -1.636  0.04
H  1.126  -0.657  -2.480  0.08
H  2.102  -1.376  -0.293  0.03
H  0.476  -1.707  0.327  0.08
H  -2.296  -0.446  -0.081  0.10
H  0.176  2.251  1.841  -0.12
H  2.282  1.414  0.173  -0.05

---

C3H8N | the ωB97M-V functional and the def2-TZVPD basis

Results
spin multiplicity	2
charge	0
energy above the lowest of the compared OMol25 structures with the same formula, charge and spin	2.015	eV
total energy	-4726.8099	eV
frontier orbital gap (spin up / spin down)	0.1720 / 0.3061	hartree
expectation value of S²	0.754

Last column: Löwdin charge in e.
Positions of all 12 atoms, in Å:
C  -0.852  -0.855  -0.758  -0.13
C  -0.132  -0.066  0.274  -0.51
C  -0.587  0.907  1.173  -0.08
N  1.269  0.148  -0.147  0.11
H  -1.925  -0.656  -0.677  0.07
H  -0.647  -1.919  -0.747  0.06
H  -0.647  -0.489  -1.792  0.06
H  0.142  1.597  1.578  -0.01
H  -1.415  0.762  1.866  0.02
H  1.666  -0.752  -0.403  0.15
H  1.335  0.767  -0.987  0.12
H  1.793  0.555  0.620  0.14